H3OS | ωB97M-V with the def2-TZVPD basis set

Last column: Löwdin charge in e.
Atoms and positions in Å:
S  1.554  -0.057  -0.185  -0.19
H  2.296  0.253  0.873  -0.48
H  -0.681  -0.488  0.017  -0.14
H  -1.551  0.609  -0.481  -0.01
O  -1.618  -0.317  -0.225  -0.18

gap between HOMO and LUMO	7.411	eV
E	-475.26755	Ha
HOMO	-2.836	eV
total charge	-1
relative energy (zero: lowest compared OMol25 entry of this formula, charge and spin)	2.4	kJ/mol

***

H3P | ωB97M-V with the def2-TZVPD basis set

Last column: Löwdin charge in e.
Atoms and positions in Å:
P  1.057  0.098  0.007  0.58
H  0.286  -0.149  1.087  -0.32
H  0.641  -0.899  -0.798  -0.28
H  -0.925  1.225  -0.213  0.02

gap between HOMO and LUMO (spin up / spin down)	8.821 / 8.779	eV
E	-343.00815	Ha
HOMO (spin up / spin down)	-9.848 / -9.782	eV
total charge	0
relative energy (zero: lowest compared OMol25 entry of this formula, charge and spin)	79.3	kJ/mol

***

H3S3 | ωB97M-V with the def2-TZVPD basis set

Last column: Löwdin charge in e.
Atoms and positions in Å:
S  -2.448  0.554  -0.188  -0.16
H  -1.944  0.504  -1.418  -0.41
S  2.291  -0.591  0.197  0.06
S  0.135  -0.094  0.061  0.04
H  2.837  0.300  -0.643  -0.29
H  0.256  0.668  1.147  -0.23

gap between HOMO and LUMO	6.578	eV
E	-1196.39096	Ha
HOMO	-3.205	eV
total charge	-1
relative energy (zero: lowest compared OMol25 entry of this formula, charge and spin)	36.8	kJ/mol

***

H40I3NO20 | ωB97M-V with the def2-TZVPD basis set

Last column: Löwdin charge in e.
Atoms and positions in Å:
I  1.230  0.286  1.728  0.68
I  0.625  -2.570  -0.347  0.77
I  -0.043  0.978  -1.546  0.74
N  0.265  -0.458  0.019  -1.53
O  -2.843  -2.875  -0.542  -0.17
H  -3.413  -2.064  -0.338  0.02
H  -2.353  -3.137  0.303  -0.02
O  -1.765  4.724  -2.792  -0.14
H  -0.812  4.944  -3.051  0.06
H  -2.061  3.921  -3.332  0.01
O  0.834  4.218  1.237  -0.16
H  1.738  3.832  0.997  -0.02
H  0.594  4.915  0.543  0.08
O  -0.944  2.714  -5.649  -0.14
H  -1.507  2.363  -4.885  0.00
H  -1.442  3.482  -6.080  0.07
O  3.492  -4.081  2.160  -0.12
H  4.142  -3.329  2.349  0.06
H  3.918  -4.949  2.458  0.08
O  -3.007  -0.100  2.284  -0.09
H  -3.709  -0.220  3.003  0.12
H  -2.387  0.647  2.569  0.08
O  -3.055  2.321  -3.974  -0.13
H  -3.976  2.733  -4.054  0.11
H  -3.134  1.476  -3.423  0.05
O  5.286  -0.735  1.073  -0.12
H  5.516  -1.469  1.730  0.07
H  5.956  -0.769  0.315  0.09
O  3.909  1.490  -0.410  -0.13
H  4.414  0.873  0.212  0.05
H  3.021  1.059  -0.630  0.02
O  -3.297  2.484  -0.548  -0.16
H  -3.158  1.509  -0.313  0.00
H  -2.843  3.046  0.160  0.02
O  -1.946  -2.918  2.355  -0.14
H  -1.841  -1.913  2.396  0.03
H  -1.184  -3.336  2.873  0.07
O  -3.994  -0.260  -0.258  -0.14
H  -3.644  -0.274  0.691  0.04
H  -4.946  0.083  -0.238  0.12
O  -1.972  3.097  1.747  -0.12
H  -1.085  2.952  1.283  0.03
H  -1.880  2.790  2.707  0.08
O  3.010  -5.119  -0.578  -0.16
H  2.681  -6.070  -0.686  0.09
H  2.532  -4.708  0.213  -0.01
O  1.385  -2.921  -4.485  -0.14
H  1.797  -3.840  -4.384  0.05
H  1.802  -2.312  -3.794  0.04
O  -0.813  -0.839  5.186  -0.13
H  -1.068  -1.055  6.141  0.09
H  -0.750  -1.708  4.672  0.06
O  -4.107  -0.239  -3.054  -0.11
H  -3.986  -0.247  -2.050  0.02
H  -5.089  -0.380  -3.255  0.09
O  3.927  -3.888  -2.882  -0.14
H  3.930  -4.679  -3.513  0.07
H  3.982  -4.240  -1.935  0.02
O  1.325  1.274  6.170  -0.13
H  0.832  0.422  5.936  0.02
H  0.890  2.037  5.667  0.07
O  3.334  3.763  0.799  -0.13
H  4.116  4.392  0.670  0.10
H  3.572  2.874  0.378  0.00

gap between HOMO and LUMO	6.160	eV
E	-2476.44459	Ha
HOMO	-8.645	eV
total charge	0

***

H40O20 | ωB97M-V with the def2-TZVPD basis set

Last column: Löwdin charge in e.
Atoms and positions in Å:
O  0.517  -0.036  2.102  -0.03
H  -0.392  -0.060  1.786  0.04
H  0.909  -0.864  1.797  0.05
O  1.570  -4.408  1.473  -0.07
H  0.731  -4.310  1.937  0.03
H  2.221  -4.022  2.074  -0.01
O  3.345  -2.558  2.100  -0.07
H  3.121  -2.542  1.154  0.01
H  4.271  -2.295  2.003  0.06
O  3.560  1.022  -1.307  -0.04
H  3.993  1.185  -2.138  0.05
H  2.990  1.673  -0.898  0.03
O  0.169  0.308  5.254  -0.06
H  1.069  0.070  5.509  0.05
H  0.195  0.127  4.304  -0.01
O  -0.732  2.842  -3.768  -0.04
H  0.007  3.126  -4.297  0.07
H  -1.496  3.346  -3.500  0.07
O  -2.071  -2.828  -2.468  -0.06
H  -1.207  -3.075  -2.134  0.01
H  -2.601  -3.587  -2.698  0.03
O  0.736  -1.973  -2.567  -0.04
H  1.413  -2.294  -1.958  0.01
H  0.872  -2.396  -3.415  0.05
O  4.734  -2.882  -2.425  -0.04
H  4.031  -3.114  -1.818  0.01
H  4.765  -1.945  -2.575  0.01
O  -1.887  -0.739  0.004  -0.08
H  -1.124  -0.480  -0.546  0.03
H  -2.444  -0.214  -0.594  0.03
O  -1.071  -0.591  -5.646  -0.05
H  -0.312  -0.662  -5.057  0.02
H  -1.706  -1.157  -5.214  0.02
O  -2.266  2.028  3.683  -0.05
H  -2.239  2.292  4.610  0.11
H  -2.980  1.417  3.762  0.08
O  -4.238  0.741  0.839  -0.04
H  -3.649  -0.006  0.954  0.02
H  -4.747  0.616  0.044  0.05
O  0.387  2.430  0.275  -0.07
H  0.305  1.568  0.700  0.01
H  0.420  3.035  1.025  0.04
O  -1.115  2.984  2.435  -0.10
H  -1.455  2.094  2.569  -0.03
H  -1.555  3.571  3.052  0.05
O  0.280  -2.476  3.954  -0.05
H  0.075  -1.985  4.762  0.03
H  0.701  -1.729  3.510  -0.01
O  2.873  -1.630  -0.715  -0.06
H  1.964  -1.324  -0.648  0.04
H  3.399  -0.899  -1.074  0.03
O  -1.307  1.567  -1.566  -0.07
H  -1.054  1.642  -2.511  0.02
H  -1.253  2.460  -1.212  0.04
O  1.577  2.653  -2.021  -0.08
H  0.757  3.058  -1.701  0.02
H  1.132  1.846  -2.297  0.03
O  -4.732  3.454  0.468  -0.06
H  -5.061  3.190  -0.385  0.02
H  -4.397  2.735  1.015  0.00

gap between HOMO and LUMO	10.177	eV
E	-1528.65207	Ha
HOMO	-10.301	eV
total charge	0
relative energy (zero: lowest compared OMol25 entry of this formula, charge and spin)	606.2	kJ/mol

***

H41O20 | ωB97M-V with the def2-TZVPD basis set

Last column: Löwdin charge in e.
Atoms and positions in Å:
O  -1.332  -2.993  0.397  -0.05
H  -0.522  0.504  1.583  0.07
O  -4.981  1.541  1.892  -0.04
H  -5.640  0.849  1.802  0.01
H  -2.546  1.555  -2.312  0.03
O  2.464  2.324  2.498  -0.07
H  2.632  1.726  1.722  -0.01
H  2.131  1.771  3.162  0.00
O  2.383  2.625  -3.993  -0.05
H  2.946  3.031  -3.329  0.03
H  -0.077  -3.626  -2.829  0.01
O  1.324  4.852  0.807  -0.08
H  3.386  -0.063  0.467  0.01
H  2.916  2.289  -4.696  0.02
O  0.518  0.650  1.725  0.09
H  -5.314  -0.563  -3.086  0.04
H  2.100  5.209  1.349  0.08
O  3.580  3.040  0.059  -0.05
H  -1.921  -0.716  2.110  0.08
H  -5.487  -1.153  0.313  0.09
O  1.402  -1.087  -3.754  -0.04
H  2.281  -1.330  -3.498  0.02
H  1.055  -1.773  -4.346  0.05
O  3.694  0.412  1.249  -0.08
H  4.266  0.995  0.625  0.10
H  0.578  5.419  0.978  0.02
O  0.194  -1.975  2.291  -0.07
H  0.805  -0.286  2.069  0.13
H  0.139  -2.360  1.393  0.01
O  1.893  -1.779  0.312  -0.07
H  2.082  -1.573  -0.642  0.07
H  2.999  3.103  0.820  -0.02
O  -4.886  -0.226  -2.301  -0.06
H  -5.640  0.371  -2.102  0.06
H  0.076  -0.370  -1.132  0.06
O  -0.414  0.471  4.751  -0.06
H  -0.346  -0.242  5.392  0.03
H  -0.480  1.273  5.319  0.06
O  -1.890  -1.791  -2.325  -0.06
H  -5.061  2.216  1.248  0.02
H  -2.356  -1.453  -3.127  0.07
O  -1.908  0.187  1.727  0.01
H  0.821  -2.623  2.611  0.07
H  -2.322  -3.159  0.470  0.12
O  -0.484  -3.966  -2.060  -0.04
H  2.655  -2.287  0.632  0.06
H  -0.085  -3.373  -1.415  0.00
O  0.539  0.397  -0.791  0.00
H  0.956  0.691  -1.593  0.07
H  -2.390  -1.504  -1.567  0.01
O  -5.118  -1.133  1.276  -0.10
H  -0.943  -3.662  -0.151  0.01
H  4.155  3.800  -0.057  0.06
O  -1.677  1.645  -1.870  -0.08
H  -2.821  0.463  1.919  0.07
H  -1.245  1.805  -2.757  0.07
O  4.921  -2.397  -0.456  -0.05
H  5.464  -2.654  -1.202  0.04
H  5.506  -1.757  -0.025  0.05
H  0.676  0.480  0.715  0.07
H  -5.651  -1.820  1.727  0.06

gap between HOMO and LUMO	10.043	eV
E	-1529.08236	Ha
HOMO	-12.513	eV
total charge	+1
relative energy (zero: lowest compared OMol25 entry of this formula, charge and spin)	325.3	kJ/mol

***

H41O21 | ωB97M-V with the def2-TZVPD basis set

Last column: Löwdin charge in e.
Atoms and positions in Å:
O  0.955  3.176  3.902  -0.07
H  1.901  3.016  3.915  0.03
H  0.514  2.353  3.648  -0.01
O  0.649  2.091  -1.705  -0.06
H  0.894  -0.272  4.111  0.03
H  0.692  1.186  -2.051  0.04
O  -4.248  -2.349  -1.048  -0.05
H  1.959  -1.497  -2.374  -0.01
H  -3.729  -2.146  -1.822  0.02
O  2.115  -2.140  -3.081  -0.09
H  -1.147  -2.844  -3.739  0.03
H  0.633  -0.818  -0.409  0.02
O  0.310  -1.067  -1.295  -0.11
H  -0.608  -1.324  -1.020  0.01
H  -2.297  0.114  -3.243  0.02
O  4.330  0.939  1.854  -0.05
H  -1.225  3.813  1.850  0.03
H  3.464  0.553  1.669  0.03
O  -1.367  4.759  1.741  -0.05
H  -4.331  -1.587  -0.468  0.04
H  0.060  1.936  -0.954  0.01
O  0.302  -3.525  2.297  -0.06
H  1.247  -2.095  -3.513  -0.01
H  4.892  0.510  1.199  0.03
O  3.870  -2.128  0.283  -0.04
H  -0.217  -4.090  1.713  0.04
H  -1.024  -1.426  -3.381  0.00
O  -2.202  -0.566  -2.570  -0.18
H  -0.508  5.171  1.612  0.05
H  0.415  0.758  1.083  0.04
O  -3.037  1.482  2.369  -0.05
H  0.507  -4.300  -1.958  0.02
H  -3.255  0.731  1.800  0.01
O  -1.635  -2.636  -0.111  -0.07
H  -1.979  -2.160  0.659  0.05
H  -2.486  -2.647  -0.615  0.02
O  -0.620  -2.091  -4.021  -0.10
H  3.658  -1.665  -0.545  0.04
H  4.116  -1.323  0.764  0.00
O  -2.349  0.262  -0.236  -0.32
H  -0.829  0.055  0.421  0.00
H  -2.333  1.165  0.103  -0.04
O  3.470  3.316  -1.259  -0.06
H  -2.039  2.328  -2.878  0.03
H  2.590  3.032  -1.051  -0.02
O  1.137  -4.364  -1.239  -0.06
H  -2.253  -0.021  -1.599  0.01
O  -0.112  -0.048  1.138  -0.11
H  3.596  3.074  -2.179  0.03
H  1.318  -3.470  -0.964  -0.01
O  -1.471  3.438  -0.687  -0.07
H  1.774  -2.555  4.311  0.03
H  -1.215  3.827  -1.520  0.01
O  2.467  -2.362  3.667  -0.07
H  -1.493  2.664  -4.225  0.05
H  2.288  -3.101  3.067  0.02
O  -1.519  3.009  -3.327  -0.06
H  0.624  -2.818  1.733  0.02
H  -1.431  4.252  -0.142  0.03
O  0.217  0.401  4.051  -0.05
H  -0.286  0.477  3.232  0.01
H  -3.723  1.546  3.037  0.03

gap between HOMO and LUMO	9.454	eV
E	-1604.70123	Ha
HOMO	-7.247	eV
total charge	-1
relative energy (zero: lowest compared OMol25 entry of this formula, charge and spin)	215.0	kJ/mol

***

H41O21 | ωB97M-V with the def2-TZVPD basis set

Last column: Löwdin spin population.
Atoms and positions in Å:
O  2.853  -0.292  0.608  0.00
H  2.673  -1.209  0.921  0.00
H  3.382  0.109  1.320  0.00
O  0.910  0.971  -0.592  0.00
H  0.039  0.968  -0.170  0.00
H  1.494  0.567  0.103  0.00
O  -0.493  -0.135  -2.895  0.00
H  -0.477  -0.980  -2.424  0.00
H  -0.048  0.380  -2.200  0.00
O  -4.376  1.962  -0.463  0.00
H  -3.459  1.793  -0.753  0.00
H  -4.919  2.097  -1.241  0.00
O  2.069  1.849  -3.474  0.00
H  1.864  1.081  -2.910  0.00
H  1.363  2.480  -3.179  0.00
O  -0.473  2.988  -1.933  0.00
H  0.162  2.450  -1.435  0.00
H  -0.983  3.554  -1.303  0.00
O  -2.658  1.652  -2.331  0.00
H  -2.391  0.764  -2.610  0.00
H  -1.781  2.079  -2.152  0.00
O  -0.576  -4.085  -3.308  0.00
H  -0.354  -3.518  -2.546  0.00
H  -0.923  -3.450  -3.945  0.00
O  2.100  -1.997  2.847  0.00
H  1.541  -2.790  2.577  0.00
H  2.329  -2.194  3.769  0.00
O  0.677  -4.021  2.353  0.13
H  1.187  -4.667  1.849  0.00
H  0.026  -3.359  1.888  0.01
O  -0.964  -2.585  1.313  0.58
H  -1.413  -1.255  1.579  0.01
H  -1.788  -3.109  1.251  0.00
O  0.278  2.635  2.897  0.00
H  0.485  3.222  3.627  0.00
H  0.388  1.700  3.162  0.00
O  2.795  -1.663  -1.534  0.00
H  2.741  -0.723  -1.334  0.00
H  2.490  -1.767  -2.463  0.00
O  -1.643  -1.104  4.614  0.00
H  -2.339  -0.608  4.161  0.00
H  -0.936  -1.006  3.956  0.00
O  2.494  2.368  0.862  0.00
H  1.778  2.675  0.298  0.00
H  2.174  2.122  1.737  0.00
O  -1.849  -0.290  1.707  0.22
H  -2.422  -0.488  0.938  0.00
O  2.033  -2.035  -4.118  0.00
H  1.881  -1.383  -4.815  0.00
H  1.240  -2.603  -4.097  0.00
O  0.679  0.071  2.985  0.00
H  0.045  -0.141  2.291  0.00
H  1.313  -0.729  3.045  0.00
O  -2.084  4.431  -0.339  0.00
H  -1.955  4.008  0.523  0.00
H  -2.865  3.932  -0.661  0.00
O  -0.884  2.390  1.211  0.04
H  -1.477  1.681  1.549  0.00
H  -0.368  2.410  2.039  0.00
O  -0.445  -2.346  -1.276  0.01
H  0.525  -2.420  -1.161  0.00
H  -0.665  -2.436  -0.321  0.00

gap between HOMO and LUMO (spin up / spin down)	9.549 / 3.384	eV
E	-1604.43086	Ha
spin multiplicity	2
HOMO (spin up / spin down)	-10.587 / -10.586	eV
total charge	0
relative energy (zero: lowest compared OMol25 entry of this formula, charge and spin)	55.4	kJ/mol

***

Q: Which value of total charge does entry 1 give?
A: -1